# 1
# C4H8NO2

C4H8NO2 as an isolated structure in a non-equilibrium geometry (ωB97M-V with the def2-TZVPD basis set, the OMol25 dataset).

Structure (XYZ):
```
15
Properties=species:S:1:pos:R:3:nbo_charge:R:1
O 2.4320 -0.6053 1.4460 -0.78
C 2.2267 -0.3726 0.2435 0.76
O 2.8498 -0.7875 -0.7411 -0.73
C 0.9693 0.5075 -0.0252 -0.61
C -0.2190 -0.2268 0.4148 0.05
C -1.6583 0.2719 0.0515 -0.25
N -1.7845 0.7746 -1.2322 -0.95
H 0.8568 0.8046 -1.0656 0.24
H 1.0923 1.3875 0.6045 0.27
H -0.0980 -0.5504 1.4473 0.22
H -0.1788 -1.3157 -0.3273 -0.03
H -2.2762 -0.6179 0.2595 0.11
H -1.8499 0.9802 0.8653 0.19
H -0.2860 -1.9906 -0.7303 0.21
H -2.0762 1.7407 -1.2105 0.31
```

Results
Kohn-Sham gap ... 5.309 eV
2S+1 ... 1
Energy above the lowest of the compared OMol25 structures with the same formula, charge and spin ... 145.17 kcal/mol
Net charge ... -1
HOMO energy ... -0.1204 Eh
Total energy ... -362.2929 Eh

# 2
# C4H8NO2

An isolated ion of composition C4H8NO2 and charge -1 in a non-equilibrium geometry (ωB97M-V with the def2-TZVPD basis set, the OMol25 dataset).

Structure (XYZ):
```
15
Properties=species:S:1:pos:R:3:nbo_charge:R:1
C -0.9988 -0.8769 0.3639 -0.64
C -0.0141 0.3291 0.4956 -0.38
C 1.0157 0.3445 -0.6539 -0.46
C 2.2976 0.8025 -0.1172 -0.23
N 3.2640 -0.0923 0.0045 0.42
O 4.2265 0.2500 0.7321 -0.62
O 3.2171 -1.1522 -0.6989 -0.64
H -1.0296 -1.4811 1.3388 0.19
H -2.0129 -0.6038 0.1408 0.19
H -0.4752 -1.6487 -0.2065 0.22
H 0.4647 0.3012 1.5373 0.20
H -0.7296 1.2756 0.7267 0.16
H 1.2182 -0.6203 -0.9696 0.25
H 0.4733 0.8629 -1.5303 0.16
H 2.4025 1.8383 0.2900 0.17
```

Results
Kohn-Sham gap ... 6.551 eV
2S+1 ... 1
Energy above the lowest of the compared OMol25 structures with the same formula, charge and spin ... 122.15 kcal/mol
Net charge ... -1
HOMO energy ... -0.0931 Eh
Total energy ... -362.3296 Eh

# 3
# C4H8NO2

An isolated ion of composition C4H8NO2 and charge -1 in a non-equilibrium geometry (ωB97M-V with the def2-TZVPD basis set, the OMol25 dataset).

Structure (XYZ):
```
15
Properties=species:S:1:pos:R:3:nbo_charge:R:1
C 1.4447 -0.1355 1.3217 -0.60
C 0.8138 -0.6075 0.0230 -0.40
C -0.4801 0.1733 -0.2801 -0.17
N -1.6648 -0.5401 0.2559 -0.87
C -0.7414 1.0299 -1.5727 0.75
O -1.9209 1.0960 -1.9729 -0.79
O 0.2451 1.7063 -1.9655 -0.79
H 1.7785 0.9023 1.2407 0.21
H 0.7718 -0.2070 2.1768 0.20
H 2.3529 -0.7165 1.5386 0.18
H 1.4772 -0.5926 -0.8425 0.22
H 0.5157 -1.6639 0.0700 0.18
H -0.4351 1.0539 0.3681 0.18
H -1.7440 -1.4687 -0.1404 0.32
H -2.4136 -0.0300 -0.2206 0.38
```

Results
Kohn-Sham gap ... 7.925 eV
2S+1 ... 1
Energy above the lowest of the compared OMol25 structures with the same formula, charge and spin ... 12.80 kcal/mol
Net charge ... -1
HOMO energy ... -0.1410 Eh
Total energy ... -362.5038 Eh